(1)
A structure of composition C21H47GaNO2SSi2 at a distorted geometry. Source: the Open Molecules 2025 dataset; level of theory: ωB97M-V/def2-TZVPD.

Results
Orbital gap = 8.35 eV
Total charge = +1
HOMO energy = -10.37 eV
LUMO level = -2.02 eV

Last column: Mulliken charge in e.
CARTESIAN COORDINATES (ANGSTROEM)
O1 3.2836 -0.5285 -2.9367  -0.199
O2 5.0408 -1.4519 -1.6893  0.768
C1 2.4891 -1.0694 -3.9913  -0.354
C2 1.0223 -0.6821 -4.0139  -1.426
H1 2.5809 -2.1556 -3.8690  0.393
H2 2.9870 -0.7728 -4.9282  0.339
H3 0.5169 -0.7233 -3.0387  0.208
H4 0.4665 -1.3683 -4.6587  0.423
H5 0.8918 0.3078 -4.4409  0.454
C3 3.0163 0.8455 -2.5372  -0.232
C4 4.1963 1.6293 -2.9928  -1.083
H6 2.8973 0.8086 -1.4514  -0.012
H7 2.0717 1.1872 -2.9542  0.572
H8 5.1243 1.2475 -2.5459  0.205
H9 4.0812 2.6754 -2.6965  0.403
H10 4.2670 1.5469 -4.0846  0.320
C5 5.8062 -1.1449 -0.4192  0.082
C6 5.7260 -2.3548 -2.6808  -0.322
C7 5.8949 0.3380 -0.2315  -1.357
H11 6.7984 -1.6106 -0.5155  0.415
H12 5.2044 -1.6326 0.3624  -0.054
H13 6.4665 0.8499 -1.0191  0.345
H14 6.4507 0.5062 0.6958  0.467
H15 4.9009 0.7782 -0.0912  0.256
C8 6.4361 -1.3550 -3.5461  -0.999
H16 4.9062 -2.8991 -3.1748  0.129
H17 6.3567 -3.0401 -2.0955  0.521
H18 5.7126 -0.6529 -3.9873  0.215
H19 6.9610 -1.8587 -4.3529  0.504
H20 7.1678 -0.8001 -2.9430  0.265
H21 4.6496 -0.6901 -2.2556  -0.209
Ga1 0.2418 -1.9183 0.7983  -1.719
C9 1.9180 -2.2083 0.0967  1.766
Si1 2.5304 -3.9422 -0.0168  0.310
H22 2.6708 -1.5743 0.5854  0.112
H23 1.8381 -1.8564 -0.9512  -1.177
C10 2.4381 -4.5382 -1.7929  -0.779
C11 1.4689 -4.9829 1.1120  -1.024
C12 4.2948 -4.0828 0.6028  -0.985
C13 -1.1732 -2.8100 -0.2054  -0.355
Si2 -2.7029 -3.0452 0.8354  0.152
H24 -0.8439 -3.7517 -0.6802  0.560
H25 -1.4131 -2.1298 -1.0460  0.460
C14 -2.5774 -4.6954 1.7141  -1.062
C15 -4.1726 -3.0087 -0.3235  -1.174
C16 -2.8933 -1.6806 2.1135  -0.983
H26 4.4309 -5.1317 0.9182  0.468
H27 4.4732 -3.4286 1.4720  0.355
H28 5.0385 -3.8483 -0.1755  0.084
H29 1.3942 -4.5755 -2.1459  0.314
H30 2.8538 -5.5593 -1.8267  0.377
H31 3.0144 -3.8961 -2.4803  -0.027
H32 0.4310 -5.0505 0.7738  0.120
H33 1.4726 -4.5535 2.1219  0.325
H34 1.9059 -5.9879 1.1454  0.493
H35 -3.8603 -3.3469 -1.3193  0.344
H36 -4.5707 -1.9918 -0.4299  0.309
H37 -4.9819 -3.6617 0.0256  0.344
H38 -2.8614 -0.6803 1.6647  0.235
H39 -2.1197 -1.6973 2.8927  0.265
H40 -3.8658 -1.7859 2.6127  0.447
H41 -3.5684 -5.0222 2.0564  0.373
H42 -1.9175 -4.6532 2.5899  0.300
H43 -2.1865 -5.4716 1.0451  0.344
S1 0.5922 -0.9660 2.9719  -0.400
C17 0.0563 0.3851 2.0260  0.605
C18 -0.2090 1.6722 2.5213  -0.729
C19 -0.8268 2.5971 1.6904  -0.303
C20 -1.1057 2.2425 0.3721  -0.712
C21 -0.7644 0.9914 -0.1159  -0.206
N1 -0.1887 0.0765 0.7102  0.383
H44 0.0374 1.8471 3.5657  0.432
H45 -1.0919 3.5736 2.0906  0.409
H46 -1.5912 2.9341 -0.3077  0.433
H47 -0.9421 0.6858 -1.1482  0.489


(2)
A cluster of 3 separate species, C21H47N2O4 in total. Source: the Open Molecules 2025 dataset; level of theory: ωB97M-V/def2-TZVPD.

Results
Orbital gap (spin up / spin down) = 8.53 / 9.75 eV
Total charge = 0
HOMO energy (spin up / spin down) = -7.90 / -9.15 eV
LUMO level (spin up / spin down) = 0.62 / 0.60 eV
Multiplicity = 2

Last column: Löwdin spin population.
CARTESIAN COORDINATES (ANGSTROEM)
C1 5.1558 -1.4279 -1.0354  0.000
C2 4.4250 -1.3324 -2.3732  0.000
C3 4.0888 0.1095 -2.8086  0.000
C4 2.5914 0.4410 -2.9647  0.000
N1 2.0343 1.4039 -2.0070  0.000
C5 1.9291 1.0710 -0.5851  0.000
O1 3.2215 1.1917 0.0048  0.000
C6 1.4847 -0.3583 -0.2377  0.011
C7 -0.0224 -0.5589 -0.0587  0.024
C8 -0.8444 -0.2668 -1.3198  0.012
C9 -0.2768 -2.0012 0.3442  0.000
N2 -0.4782 0.3486 1.0450  0.399
O2 -1.0246 -0.1775 2.0692  0.500
C10 0.2465 1.6266 1.3126  0.024
C11 -0.8024 2.6694 1.6776  0.008
C12 1.2168 1.4366 2.4910  0.014
C13 0.9488 2.0755 0.0305  -0.001
H1 5.4565 -2.4573 -0.8304  0.000
H2 6.0538 -0.8069 -1.0389  0.000
H3 4.5230 -1.0937 -0.2145  0.000
H4 5.0396 -1.8109 -3.1387  0.000
H5 3.5090 -1.9299 -2.3228  0.000
H6 4.5614 0.2948 -3.7750  0.000
H7 4.5310 0.8151 -2.1088  0.000
H8 2.4358 0.9036 -3.9401  0.000
H9 2.0146 -0.4956 -2.9869  0.000
H10 1.1296 1.6990 -2.3466  0.000
H11 3.4772 2.1245 -0.0456  0.000
H12 1.9594 -0.6174 0.7079  0.000
H13 1.8538 -1.0774 -0.9695  0.002
H14 -0.6826 0.7274 -1.7276  0.001
H15 -0.6049 -0.9999 -2.0932  0.001
H16 -1.9056 -0.3608 -1.0851  0.000
H17 -1.3291 -2.1781 0.5549  -0.001
H18 0.0163 -2.6371 -0.4951  0.000
H19 0.3214 -2.2832 1.2095  0.001
H20 -1.3271 2.3705 2.5836  0.000
H21 -0.3220 3.6346 1.8513  0.000
H22 -1.5211 2.7922 0.8660  0.000
H23 0.7063 1.6276 3.4336  0.001
H24 1.6113 0.4242 2.5375  0.000
H25 2.0587 2.1231 2.4004  0.001
H26 0.1775 2.3132 -0.7039  0.000
H27 1.4667 3.0177 0.2295  0.000
C14 -2.0139 -5.5969 0.2583  0.000
C15 -1.4252 -6.9161 -0.2107  0.000
O3 -0.0254 -6.8725 -0.4291  0.000
C16 0.7629 -6.5429 0.7017  0.000
C17 0.6300 -7.5222 1.8555  0.000
H28 -1.7114 -4.7904 -0.4115  0.000
H29 -3.1030 -5.6540 0.2656  0.000
H30 -1.6912 -5.3383 1.2678  0.000
H31 -1.8463 -7.1907 -1.1780  0.000
H32 -1.6831 -7.7176 0.4914  0.000
H33 0.5419 -5.5245 1.0425  0.000
H34 1.7884 -6.5410 0.3318  0.000
H35 -0.3560 -7.4808 2.3199  0.000
H36 1.3657 -7.2854 2.6251  0.000
H37 0.8047 -8.5423 1.5108  0.000
C18 -4.5323 7.1300 -0.7512  0.000
C19 -3.4337 6.0922 -0.5956  0.000
O4 -2.8643 6.0443 0.7007  0.000
C20 -3.7572 5.7139 1.7520  0.000
C21 -4.3922 4.3416 1.6095  0.000
H38 -4.1824 8.1073 -0.4162  0.000
H39 -4.8209 7.2060 -1.8003  0.000
H40 -5.4265 6.8721 -0.1823  0.000
H41 -2.5995 6.3331 -1.2550  0.000
H42 -3.8032 5.1032 -0.8917  0.000
H43 -4.5298 6.4837 1.8603  0.000
H44 -3.1442 5.7474 2.6530  0.000
H45 -5.0948 4.2944 0.7762  0.000
H46 -4.9406 4.0876 2.5171  0.000
H47 -3.6211 3.5886 1.4460  0.000


(3)
A structure of composition C21H47OP3SeTl at a distorted geometry. Source: the Open Molecules 2025 dataset; level of theory: ωB97M-V/def2-TZVPD.

Results
Orbital gap (spin up / spin down) = 4.38 / 4.58 eV
Energy above the lowest of the compared OMol25 structures with the same formula, charge and spin = 314.2 kJ/mol
Total charge = +3
HOMO energy (spin up / spin down) = -16.06 / -16.07 eV
LUMO level (spin up / spin down) = -11.67 / -11.49 eV

Last column: Mulliken charge in e.
CARTESIAN COORDINATES (ANGSTROEM)
Tl1 2.0466 3.1374 1.8693  1.030
P1 -2.1222 -2.0440 0.2521  0.699
P2 1.3950 -1.9126 -0.7624  0.813
P3 -1.6680 1.0465 0.3198  0.819
H1 4.0419 3.7497 -1.4801  0.366
C1 2.9855 4.0128 -1.4756  -0.665
C2 2.1612 2.9943 -0.7817  0.396
H2 2.8089 2.2841 -0.2422  0.375
C3 -2.6946 -2.4557 -1.4510  -1.082
C4 -1.4016 -3.6635 0.7305  -1.006
C5 -3.7248 -2.2147 1.1489  -1.330
C6 2.8723 -0.9450 -1.2921  -1.007
C7 2.2849 -3.1906 0.2286  -1.517
C8 1.1707 -2.8946 -2.3209  -1.395
C9 -1.0733 2.7755 0.1640  -0.502
C10 -2.6120 1.2640 1.8875  -1.276
C11 -3.0871 1.1446 -0.8731  -1.201
H3 2.8066 5.0375 -1.1401  0.407
H4 1.3201 3.5168 -0.2906  0.247
H5 -3.3788 -3.3135 -1.4100  0.457
H6 -1.8267 -2.6933 -2.0782  0.227
H7 -3.2119 -1.5898 -1.8803  0.355
H8 -2.2119 -4.3713 0.9516  0.570
H9 -0.7947 -3.5144 1.6326  0.006
H10 -0.7700 -4.0757 -0.0664  0.414
H11 -4.0969 -3.2402 1.0201  0.530
H12 -4.4695 -1.5031 0.7716  0.416
H13 -3.5582 -2.0237 2.2176  0.356
H14 3.6889 -1.6202 -1.5755  0.498
H15 3.1888 -0.3072 -0.4587  0.182
H16 2.6251 -0.2975 -2.1463  0.156
H17 2.8457 -3.8608 -0.4355  0.486
H18 1.5644 -3.7703 0.8182  0.324
H19 2.9751 -2.6928 0.9206  0.465
H20 2.1306 -3.3583 -2.5884  0.517
H21 0.8344 -2.2237 -3.1227  0.306
H22 0.4192 -3.6818 -2.1666  0.389
H23 -1.8861 3.4590 -0.0945  0.420
H24 -0.3597 2.8012 -0.6709  -0.238
H25 -0.5911 3.1229 1.0878  0.248
H26 -2.9951 2.2930 1.9283  0.466
H27 -1.9219 1.0900 2.7252  0.178
H28 -3.4433 0.5509 1.9507  0.406
H29 -3.6400 2.0766 -0.6890  0.543
H30 -3.7657 0.2884 -0.7546  0.316
H31 -2.6877 1.1509 -1.8967  0.239
C12 0.5698 1.7680 -3.6580  0.860
C13 1.9194 2.2281 -3.7719  -0.862
C14 1.9910 3.6051 -3.7260  0.385
C15 1.0965 4.3191 -4.5182  -0.361
C16 -0.0975 3.6742 -4.9591  -0.475
C17 -0.4304 2.4353 -4.4175  -0.670
Se1 0.2014 0.7480 -2.1485  -0.026
H32 1.5943 2.2640 -1.4816  -0.807
H33 2.7789 1.5894 -3.5431  0.463
H34 2.6945 4.0964 -2.7885  -0.251
H35 1.2882 5.3438 -4.8290  0.481
H36 -0.7860 4.1802 -5.6432  0.452
H37 -1.4398 2.0288 -4.4578  0.476
C18 1.6897 0.2981 3.7888  -0.798
C19 1.5187 -1.1355 3.3152  0.138
O1 0.1518 -1.4973 3.0380  -0.093
C20 -0.7507 -1.4371 4.1544  -0.183
C21 -0.7807 -2.7273 4.9547  -1.397
H38 0.9831 0.9801 3.2962  -0.195
H39 2.7172 0.6310 3.6037  0.513
H40 1.5289 0.3580 4.8718  0.332
H41 2.0569 -1.2953 2.3659  -0.308
H42 1.9328 -1.8437 4.0585  0.337
H43 -0.4770 -0.5943 4.8084  0.426
H44 -1.7369 -1.2308 3.7128  0.102
H45 0.1516 -2.8503 5.5194  0.372
H46 -1.6078 -2.6747 5.6691  0.423
H47 -0.9309 -3.5990 4.3048  0.261


Q: Among the records above, which one has the lowest total charge?
A: C21H47N2O4


Q: Which formula does entry 1 have?
A: C21H47GaNO2SSi2


Q: The lowest total charge belongs to which entry?
A: C21H47N2O4


Q: Which formula does entry 1 have?
A: C21H47GaNO2SSi2